# 1
Entry from OMol25: 13 unconnected molecules or ions with the total composition C40H113N7O19 (wB97M-V/def2-TZVPD).

For the LUMO energy, the calculation gives 0.42 eV. The total energy is -3404.36874 hartree. The calculation puts the frontier orbital gap at 9.0 eV. The value obtained for the max |F| is 0.0685 hartree/bohr. The value obtained for the HOMO energy is -8.56 eV. As for the energy above the lowest of the compared OMol25 structures with the same formula, charge and spin: 52.6 kcal/mol. Its total charge is 0.

Cartesian coordinates (Å):
C  -0.039  0.335  2.318
C  -1.057  1.413  2.704
O  -2.295  1.213  2.079
O  0.023  0.191  0.908
H  -0.483  -0.661  2.691
H  0.903  0.410  2.763
H  -0.616  2.397  2.398
H  -1.161  1.378  3.749
H  -2.165  0.889  1.166
H  0.871  0.491  0.446
C  -3.675  1.789  5.252
C  -3.841  3.027  6.223
O  -4.384  2.539  7.466
O  -2.898  0.792  5.859
H  -3.258  2.159  4.348
H  -4.704  1.582  4.995
H  -4.497  3.728  5.759
H  -2.872  3.490  6.286
H  -4.433  3.236  8.134
H  -3.305  0.569  6.711
C  2.573  -5.554  1.352
C  2.126  -5.348  -0.151
O  3.333  -5.158  -0.897
O  3.696  -6.386  1.388
H  1.754  -6.091  1.934
H  2.809  -4.615  1.780
H  1.582  -4.441  -0.234
H  1.487  -6.130  -0.620
H  3.896  -5.933  -0.640
H  4.277  -6.001  2.051
C  2.848  -1.763  -0.320
C  3.151  -0.306  -0.075
O  2.188  0.614  -0.696
O  3.367  -2.535  0.807
H  3.275  -2.190  -1.237
H  1.749  -1.852  -0.365
H  4.234  -0.046  -0.300
H  2.943  -0.180  0.985
H  2.207  0.289  -1.622
H  3.751  -3.352  0.413
C  -0.423  3.924  -2.879
C  0.838  4.766  -2.846
O  0.749  5.785  -1.858
O  -0.761  3.059  -1.832
H  -0.367  3.227  -3.765
H  -1.316  4.515  -3.083
H  1.048  5.254  -3.812
H  1.642  4.091  -2.609
H  1.517  5.679  -1.254
H  -1.296  3.407  -1.128
C  -5.921  0.251  1.408
C  -7.012  1.263  1.822
O  -8.011  1.401  0.732
O  -6.453  -1.050  1.526
H  -4.983  0.305  1.997
H  -5.790  0.546  0.356
H  -6.582  2.238  2.144
H  -7.489  0.879  2.718
H  -8.456  0.534  0.599
H  -6.031  -1.557  2.201
C  -3.104  -0.191  -1.761
C  -1.956  -0.297  -2.832
C  -2.240  0.571  -4.069
O  -3.521  0.172  -4.505
C  -4.177  1.092  -5.389
N  -0.638  0.104  -2.398
H  -2.976  -0.811  -0.861
H  -4.023  -0.588  -2.183
H  -3.330  0.859  -1.500
H  -1.903  -1.358  -3.118
H  -1.426  0.339  -4.838
H  -2.071  1.595  -3.780
H  -5.272  0.888  -5.401
H  -3.779  0.927  -6.396
H  -4.054  2.093  -5.066
H  -0.584  1.094  -2.185
H  -0.455  -0.402  -1.515
C  -1.776  -3.825  0.081
C  -2.605  -3.806  1.360
C  -3.078  -2.363  1.606
O  -4.157  -2.314  2.621
C  -3.827  -1.841  3.937
N  -3.741  -4.642  1.218
H  -1.367  -4.878  -0.171
H  -0.836  -3.166  0.222
H  -2.382  -3.551  -0.801
H  -2.006  -4.118  2.196
H  -3.553  -1.918  0.725
H  -2.197  -1.828  1.894
H  -3.544  -0.806  3.815
H  -3.085  -2.484  4.453
H  -4.711  -1.868  4.564
H  -3.466  -5.546  1.489
H  -4.536  -4.343  1.844
C  3.665  -4.334  4.823
C  4.974  -4.003  4.082
C  6.003  -3.780  5.160
O  7.022  -3.023  4.557
C  8.128  -2.944  5.486
N  5.361  -5.119  3.214
H  3.402  -3.491  5.422
H  3.897  -5.173  5.494
H  2.860  -4.601  4.125
H  4.881  -3.106  3.520
H  6.361  -4.737  5.549
H  5.609  -3.270  6.023
H  8.526  -3.952  5.757
H  7.897  -2.386  6.349
H  8.916  -2.374  4.972
H  5.582  -5.919  3.753
H  6.131  -4.943  2.571
C  2.642  -5.864  -4.382
C  2.491  -4.349  -4.395
C  1.594  -3.864  -5.528
O  2.290  -4.190  -6.729
C  1.581  -3.636  -7.901
N  1.940  -3.810  -3.108
H  1.769  -6.322  -3.982
H  3.343  -6.259  -3.702
H  2.922  -6.291  -5.343
H  3.564  -3.988  -4.504
H  1.542  -2.783  -5.398
H  0.648  -4.348  -5.540
H  0.707  -4.299  -8.002
H  2.306  -3.644  -8.699
H  1.271  -2.598  -7.681
H  2.561  -3.992  -2.356
H  1.147  -4.384  -2.880
C  2.456  3.566  2.335
C  1.799  4.473  1.302
C  0.848  5.561  1.641
O  -0.303  5.012  2.219
C  -1.042  5.727  3.159
N  2.813  4.980  0.411
H  3.259  2.930  1.892
H  1.712  2.942  2.903
H  3.009  4.152  3.141
H  1.236  3.769  0.660
H  0.696  6.118  0.738
H  1.400  6.300  2.348
H  -0.480  5.906  4.034
H  -1.919  5.210  3.370
H  -1.318  6.659  2.650
H  3.202  5.853  0.813
H  3.628  4.354  0.412
C  -4.414  4.638  -1.227
C  -3.421  5.182  -0.251
C  -4.202  5.812  0.884
O  -4.939  6.910  0.331
C  -5.504  7.886  1.223
N  -2.524  4.056  0.194
H  -4.626  5.429  -2.024
H  -5.354  4.393  -0.806
H  -4.114  3.738  -1.664
H  -2.810  5.989  -0.598
H  -3.587  6.274  1.656
H  -4.773  5.027  1.417
H  -6.308  7.531  1.879
H  -5.891  8.668  0.638
H  -4.713  8.331  1.880
H  -1.971  4.342  0.967
H  -3.053  3.221  0.450
C  3.078  1.385  -4.684
C  3.115  -0.147  -4.360
C  4.515  -0.564  -3.976
O  5.395  -0.152  -5.040
C  5.588  -1.243  -5.931
N  2.168  -0.527  -3.377
H  3.766  1.544  -5.463
H  3.561  1.988  -3.882
H  2.120  1.807  -4.903
H  2.885  -0.591  -5.332
H  4.710  -1.650  -3.826
H  4.760  -0.007  -3.073
H  6.201  -0.925  -6.719
H  4.626  -1.657  -6.312
H  6.041  -2.108  -5.382
H  2.025  -1.545  -3.403
H  1.241  -0.061  -3.545


# 2
Entry from OMol25: C4H8N2O in the gas phase (wB97M-V/def2-TZVPD).

For the LUMO energy, the calculation gives 0.86 eV. The total energy is -341.84742 hartree. The calculation puts the frontier orbital gap at 9.9 eV. The value obtained for the max |F| is 0.0530 hartree/bohr. The value obtained for the HOMO energy is -9.05 eV. As for the energy above the lowest of the compared OMol25 structures with the same formula, charge and spin: 98.0 kcal/mol. The SMILES is C[C@H]1NC/C1=N\O. Its total charge is 0.

Cartesian coordinates (Å):
C  -0.301  1.335  -1.488
C  0.434  0.361  -0.603
N  1.070  0.887  0.599
C  0.758  -0.331  1.324
C  -0.284  -0.618  0.292
N  -1.330  -1.294  0.099
O  -1.661  -2.076  1.202
H  0.399  2.046  -1.935
H  -1.056  1.906  -0.935
H  -0.808  0.775  -2.274
H  1.244  -0.360  -1.156
H  2.054  1.128  0.535
H  0.499  -0.199  2.387
H  1.586  -1.122  0.935
H  -2.490  -2.486  0.917


# 3
Entry from OMol25: 2 unconnected molecules or ions with the total composition C13H17F9N2O9P2S (wB97M-V/def2-TZVPD).

For the LUMO energy, the calculation gives 1.86 eV. The total energy is -3271.34435 hartree. The calculation puts the frontier orbital gap at 1.3 eV. The value obtained for the max |F| is 0.1275 hartree/bohr. The value obtained for the HOMO energy is 0.52 eV. Its total charge is -2.

Cartesian coordinates (Å):
C  -0.856  1.052  -1.638
C  0.737  0.750  -1.238
C  1.909  0.427  -2.381
P  1.594  0.402  -4.264
O  2.891  -0.250  -5.225
O  0.190  -0.606  -4.548
S  1.151  2.217  -4.924
N  3.202  0.197  -1.631
C  4.589  -0.103  -2.154
O  5.419  1.105  -1.830
O  4.816  2.177  -2.258
C  2.798  0.373  -0.160
C  3.901  0.192  1.039
C  3.807  -1.392  1.527
O  3.859  -2.270  0.321
N  1.359  0.717  0.152
C  0.644  0.996  1.470
C  0.060  -0.335  2.224
C  -1.364  -0.130  3.008
F  -1.099  -0.513  4.446
F  -1.860  1.268  3.058
C  -2.584  -1.105  2.506
F  -3.771  -0.811  3.377
F  -2.166  -2.506  2.813
C  -3.073  -0.872  0.959
F  -3.345  0.570  0.620
F  -2.071  -1.454  -0.011
C  -4.501  -1.663  0.595
F  -4.389  -2.001  -0.873
F  -4.646  -2.958  1.298
F  -5.694  -0.774  0.701
H  -1.411  0.053  -1.972
H  -1.418  1.572  -0.744
H  -0.947  1.774  -2.582
H  3.209  -1.083  -4.742
H  0.534  -1.553  -4.397
H  5.121  -1.018  -1.655
H  4.666  -0.246  -3.313
H  4.476  2.671  -1.454
H  3.625  0.853  1.976
H  4.985  0.419  0.661
H  2.759  -1.618  2.038
H  4.707  -1.662  2.244
H  3.544  -3.183  0.633
H  1.466  1.464  2.198
H  -0.140  1.836  1.252
H  0.002  -1.265  1.479
H  0.885  -0.652  3.026
O  -6.556  2.015  0.494
P  -7.514  1.787  1.675
O  -8.476  0.636  1.340
O  -8.321  3.070  1.936
O  -6.703  1.428  2.931


# 4
Entry from OMol25: 2 unconnected molecules or ions with the total composition C9H7BrN2O (wB97M-V/def2-TZVPD).

For the LUMO energy (alpha / beta), the calculation gives -0.91 / -0.74 eV. The total energy is -3105.77663 hartree. The calculation puts the frontier orbital gap (alpha / beta) at 6.9 / 7.0 eV. The value obtained for the max |F| is 0.0887 hartree/bohr. The value obtained for the HOMO energy (alpha / beta) is -7.84 / -7.76 eV. As for the energy above the lowest of the compared OMol25 structures with the same formula, charge and spin: 25.6 kcal/mol. Its total charge is 0.

Cartesian coordinates (Å):
C  2.435  0.431  -1.170
C  2.463  0.070  0.170
C  1.348  0.232  -1.962
C  1.339  -0.461  0.730
C  -1.190  -0.161  -1.831
C  -1.890  -0.448  -0.744
C  0.202  -0.110  -1.394
C  0.165  -0.422  0.029
C  -1.570  1.079  2.504
N  -1.125  -0.659  0.369
N  -1.644  -0.967  1.590
O  -0.902  1.772  1.792
Br  -2.027  1.094  4.329
H  3.405  0.801  -1.648
H  3.464  0.152  0.564
H  1.313  0.315  -3.122
H  1.484  -0.940  1.765
H  -1.640  -0.090  -2.799
H  -2.989  -0.579  -0.497
H  -2.641  -1.109  1.324


# 5
Entry from OMol25: a molecular structure, CH7N2O2 (wB97M-V/def2-TZVPD).

For the LUMO energy, the calculation gives -3.81 eV. The total energy is -301.92078 hartree. The calculation puts the frontier orbital gap at 12.0 eV. The value obtained for the max |F| is 0.1241 hartree/bohr. The value obtained for the HOMO energy is -15.80 eV. As for the energy above the lowest of the compared OMol25 structures with the same formula, charge and spin: 111.2 kcal/mol. Its total charge is +1.

Cartesian coordinates (Å):
C  -0.416  0.240  -0.591
N  -0.418  0.469  1.598
N  0.750  -0.833  -0.917
O  0.306  1.326  -0.571
O  -1.065  -0.159  0.490
H  -1.335  0.127  -1.637
H  -1.206  0.910  2.059
H  0.061  -0.381  2.069
H  1.595  -0.263  -1.025
H  0.966  -1.580  -0.117
H  0.484  -1.396  -1.769
H  0.279  1.540  0.411


# 6
Entry from OMol25: a molecular structure, C28H71N5O12Sr2 (wB97M-V/def2-TZVPD).

For the LUMO energy, the calculation gives -7.40 eV. The total energy is -2346.99741 hartree. The calculation puts the frontier orbital gap at 4.9 eV. The value obtained for the max |F| is 0.1705 hartree/bohr. The value obtained for the HOMO energy is -12.30 eV. Its total charge is +2.

Cartesian coordinates (Å):
Sr  -0.508  -1.527  -0.731
Sr  1.649  -3.622  3.219
C  1.502  -1.238  1.488
O  2.338  -1.307  2.404
O  1.182  -0.270  0.797
O  0.878  -2.263  1.259
C  -3.458  -1.947  -2.829
O  -2.189  -2.485  -2.448
C  -2.027  -3.879  -2.863
C  -0.555  -4.290  -3.034
N  0.192  -3.817  -1.823
C  1.686  -3.769  -2.002
C  2.318  -5.230  -2.267
O  2.026  -5.712  -3.536
C  2.314  -7.093  -3.783
H  -4.319  -2.471  -2.413
H  -3.556  -1.816  -3.906
H  -3.626  -0.986  -2.342
H  -2.546  -4.080  -3.800
H  -2.523  -4.584  -2.196
H  -0.214  -3.908  -3.996
H  -0.523  -5.376  -3.123
H  0.126  -4.610  -1.200
H  2.076  -3.364  -1.068
H  1.900  -3.062  -2.804
H  1.933  -5.968  -1.563
H  3.387  -5.168  -2.065
H  1.909  -7.742  -3.006
H  3.397  -7.179  -3.866
H  1.924  -7.356  -4.766
C  0.400  2.502  2.742
O  -0.846  3.183  2.565
C  -1.708  3.096  3.721
C  -2.706  4.272  3.641
N  -3.676  3.919  2.556
C  -4.866  4.826  2.371
C  -5.827  4.895  3.540
O  -6.803  5.881  3.361
C  -7.703  5.941  4.447
H  1.011  2.624  1.847
H  0.204  1.448  2.937
H  0.945  2.881  3.606
H  -1.086  3.190  4.611
H  -2.244  2.147  3.727
H  -2.253  5.235  3.410
H  -3.221  4.321  4.601
H  -3.214  3.928  1.658
H  -5.518  4.350  1.639
H  -4.475  5.762  1.972
H  -5.273  5.116  4.452
H  -6.347  3.938  3.585
H  -7.164  6.391  5.281
H  -8.016  5.006  4.910
H  -8.573  6.533  4.163
C  -2.749  -4.154  0.850
O  -2.141  -2.901  0.851
C  -2.720  -1.917  1.816
C  -2.147  -0.506  1.572
N  -2.332  -0.096  0.187
C  -1.881  1.273  -0.096
C  -2.252  1.519  -1.565
O  -1.676  0.572  -2.436
C  -1.866  0.799  -3.843
H  -3.705  -4.062  0.334
H  -2.966  -4.542  1.845
H  -2.095  -4.914  0.422
H  -2.441  -2.305  2.796
H  -3.791  -1.963  1.622
H  -1.105  -0.549  1.889
H  -2.721  0.204  2.168
H  -3.314  -0.078  -0.049
H  -0.829  1.364  0.174
H  -2.432  2.015  0.480
H  -1.933  2.536  -1.795
H  -3.335  1.410  -1.629
H  -2.936  0.716  -4.037
H  -1.418  -0.011  -4.417
H  -1.489  1.746  -4.229
C  3.098  0.926  5.136
O  3.774  0.032  4.256
H  2.796  1.843  4.629
H  2.176  0.412  5.407
H  3.566  1.275  6.056
H  3.174  -0.312  3.590
C  3.150  -0.131  -3.380
C  2.105  0.073  -2.290
C  1.891  1.605  -2.054
O  1.373  2.131  -3.185
C  0.808  3.387  -2.896
N  0.860  -0.649  -2.686
H  4.054  0.437  -3.160
H  2.715  0.147  -4.340
H  3.395  -1.192  -3.331
H  2.499  -0.293  -1.342
H  2.832  2.004  -1.676
H  1.186  1.615  -1.223
H  0.186  3.807  -3.687
H  1.568  4.111  -2.602
H  0.163  3.441  -2.019
H  0.426  0.123  -3.170
H  1.110  -1.194  -3.499
C  6.092  1.795  0.396
C  4.846  0.925  0.317
C  5.092  -0.528  0.640
O  6.251  -0.971  -0.028
C  5.903  -1.302  -1.395
N  3.787  1.582  1.082
H  6.669  1.622  1.304
H  5.871  2.861  0.331
H  6.855  1.505  -0.327
H  4.433  0.998  -0.689
H  4.174  -1.065  0.403
H  5.235  -0.735  1.701
H  5.016  -1.935  -1.372
H  6.752  -1.838  -1.819
H  5.826  -0.468  -2.092
H  2.883  1.147  0.965
H  3.948  1.387  2.060


# 7
Entry from OMol25: C20H32ClN3O2S in the gas phase (wB97M-V/def2-TZVPD).

For the LUMO energy, the calculation gives 0.41 eV. The total energy is -1954.39479 hartree. The calculation puts the frontier orbital gap at 9.4 eV. The value obtained for the max |F| is 0.0045 hartree/bohr. The value obtained for the HOMO energy is -9.00 eV. As for the energy above the lowest of the compared OMol25 structures with the same formula, charge and spin: 4.9 kcal/mol. The SMILES is CCCCCCNC(=O)[C@H](c1cc(C)cc(Cl)c1)N1CCC[S@@](=N)(=O)CC1. Its total charge is 0.

Cartesian coordinates (Å):
C  0.988  -4.920  -1.773
C  0.002  -3.841  -1.346
C  0.694  -2.561  -0.892
C  -0.309  -1.490  -0.469
C  0.276  -0.158  0.053
C  1.777  -0.159  0.305
N  2.192  1.153  0.775
C  3.435  1.365  1.268
O  4.230  0.466  1.463
C  3.769  2.844  1.514
C  4.498  3.332  0.274
C  5.750  2.814  -0.031
C  6.432  3.223  -1.171
C  7.792  2.662  -1.485
C  5.839  4.161  -2.012
C  4.591  4.670  -1.701
Cl  3.860  5.844  -2.757
C  3.910  4.268  -0.565
N  4.573  3.024  2.709
C  4.929  4.435  2.861
C  5.546  4.811  4.209
C  4.545  5.349  5.227
S  3.458  4.158  5.972
N  4.399  3.372  6.872
O  2.277  4.834  6.477
C  2.879  3.164  4.591
C  4.008  2.395  3.896
H  0.476  -5.828  -2.092
H  1.607  -4.577  -2.605
H  1.657  -5.185  -0.952
H  -0.675  -3.610  -2.175
H  -0.627  -4.216  -0.534
H  1.368  -2.797  -0.064
H  1.324  -2.192  -1.708
H  -0.978  -1.285  -1.308
H  -0.942  -1.925  0.310
H  0.064  0.634  -0.673
H  -0.229  0.133  0.976
H  2.057  -0.887  1.066
H  2.330  -0.420  -0.601
H  1.620  1.948  0.544
H  2.818  3.406  1.582
H  6.183  2.078  0.636
H  8.126  2.960  -2.478
H  8.531  3.013  -0.762
H  7.782  1.573  -1.438
H  6.346  4.496  -2.907
H  2.938  4.690  -0.338
H  5.634  4.678  2.066
H  4.050  5.085  2.690
H  6.118  3.985  4.632
H  6.260  5.617  4.030
H  5.043  5.792  6.089
H  3.888  6.098  4.781
H  3.916  2.624  7.362
H  2.162  2.492  5.067
H  2.317  3.823  3.926
H  3.658  1.406  3.612
H  4.801  2.223  4.625